Entry 1:
Density functional theory data (ωB97M-V/def2-TZVPD) for 2 unconnected molecules or ions with the total composition C3H11N2O at a distorted geometry.

The maximum force is 7.2 eV/Å. The energy above the lowest of the compared OMol25 structures with the same formula, charge and spin comes out at 161.3 kJ/mol. The molar mass comes out at 91.134 g mol⁻¹. The highest occupied orbital energy is -13.8 eV. For the LUMO energy, the calculation gives -3.7 eV. Its net charge is +1.

Each line ends with the natural charge from an NBO analysis.
Element x y z (Å)
C (2.937, 0.733, -0.830)  -0.44
N (2.029, -0.388, -0.300)  -0.74
H (1.584, -1.106, -1.084)  0.49
H (2.672, -0.938, 0.389)  0.46
H (1.114, -0.105, 0.104)  0.47
H (3.048, 1.513, -0.018)  0.24
H (2.518, 1.305, -1.752)  0.26
H (3.962, 0.366, -0.979)  0.25
C (-3.011, 0.048, -0.245)  -0.73
C (-1.827, -0.559, 0.404)  0.70
O (-0.996, -1.217, -0.200)  -0.68
N (-1.475, -0.082, 1.666)  -0.82
H (-3.159, -0.389, -1.284)  0.26
H (-2.642, 1.085, -0.341)  0.25
H (-0.716, -0.658, 2.064)  0.39
H (-2.076, 0.351, 2.200)  0.39
H (-3.964, 0.039, 0.206)  0.25

Entry 2:
Density functional theory data (ωB97M-V/def2-TZVPD) for 2 unconnected molecules or ions with the total composition C3H11N2O at a distorted geometry.

The maximum force is 4.5 eV/Å. The energy above the lowest of the compared OMol25 structures with the same formula, charge and spin comes out at 250.1 kJ/mol. The molar mass comes out at 91.134 g mol⁻¹. The highest occupied orbital energy is -14.6 eV. For the LUMO energy, the calculation gives -4.7 eV. Its net charge is +1.

Each line ends with the natural charge from an NBO analysis.
Element x y z (Å)
C (0.893, -2.417, 0.008)  -0.66
C (-0.084, -1.353, 0.299)  -0.19
N (0.284, -0.034, -0.554)  -0.53
C (0.972, 0.921, -0.034)  0.43
N (0.802, 2.258, -0.382)  -0.70
H (1.894, -2.213, 0.502)  0.23
H (0.645, -3.427, 0.500)  0.26
H (0.903, -2.645, -1.038)  0.22
H (-1.132, -1.463, 0.146)  0.24
H (0.136, -1.144, 1.374)  0.22
H (0.441, -0.276, -1.487)  0.42
H (1.583, 0.750, 0.891)  0.21
H (0.967, 2.544, -1.330)  0.43
H (1.119, 2.837, 0.315)  0.41
H (-3.586, 1.984, -0.369)  0.48
H (-3.080, 1.817, 1.045)  0.48
O (-2.758, 1.862, 0.113)  -0.95

Entry 3:
Density functional theory data (ωB97M-V/def2-TZVPD) for 2 unconnected molecules or ions with the total composition C3H11N2O at a distorted geometry.

The maximum force is 1.4 eV/Å. The energy above the lowest of the compared OMol25 structures with the same formula, charge and spin comes out at 87.6 kJ/mol. The molar mass comes out at 91.134 g mol⁻¹. The highest occupied orbital energy is -15.1 eV. For the LUMO energy, the calculation gives -3.7 eV. Its net charge is +1.

Each line ends with the natural charge from an NBO analysis.
Element x y z (Å)
C (2.732, -0.741, -0.222)  -0.63
C (1.498, -0.224, 0.465)  -0.24
N (0.478, 0.106, -0.523)  -0.47
C (-0.807, 0.001, -0.439)  0.40
N (-1.609, 0.581, -1.344)  -0.75
H (2.522, -1.667, -0.772)  0.23
H (3.518, -1.087, 0.446)  0.26
H (3.129, -0.042, -0.956)  0.22
H (1.735, 0.618, 1.123)  0.22
H (1.129, -0.940, 1.204)  0.23
H (0.820, 0.547, -1.367)  0.42
H (-1.350, -0.494, 0.364)  0.25
H (-1.412, 1.526, -1.605)  0.42
H (-2.562, 0.261, -1.390)  0.44
H (-4.034, 0.326, 1.760)  0.50
H (-2.646, 0.941, 1.892)  0.48
O (-3.141, 0.288, 1.363)  -0.97

Entry 4:
Density functional theory data (ωB97M-V/def2-TZVPD) for 2 unconnected molecules or ions with the total composition C3H11N2O at a distorted geometry.

The maximum force is 4.3 eV/Å. The energy above the lowest of the compared OMol25 structures with the same formula, charge and spin comes out at 247.1 kJ/mol. The molar mass comes out at 91.134 g mol⁻¹. The highest occupied orbital energy is -14.8 eV. For the LUMO energy, the calculation gives -4.7 eV. Its net charge is +1.

Each line ends with the natural charge from an NBO analysis.
Element x y z (Å)
C (2.427, 1.544, -0.542)  -0.65
C (2.314, 0.250, 0.248)  -0.25
N (1.263, -0.528, -0.316)  -0.51
C (-0.039, -0.299, -0.144)  0.43
N (-0.801, -1.309, 0.198)  -0.73
H (2.701, 1.144, -1.486)  0.22
H (3.104, 2.400, -0.361)  0.26
H (1.572, 2.166, -0.696)  0.22
H (2.161, 0.585, 1.242)  0.22
H (3.384, -0.243, 0.145)  0.25
H (1.551, -1.553, -0.433)  0.43
H (-0.378, 0.708, 0.005)  0.23
H (-0.355, -1.880, 0.978)  0.44
H (-1.739, -0.954, 0.340)  0.44
H (-5.058, -0.347, 0.792)  0.51
H (-4.467, 0.832, -0.239)  0.49
O (-4.241, 0.129, 0.396)  -1.00